A molecular structure, C55H117CoN6O7. Source: the Open Molecules 2025 dataset; level of theory: wB97M-V/def2-TZVPD.

```
186
Properties=species:S:1:pos:R:3:forces:R:3:lowdin_spin:R:1
Co -1.568335 2.492097 -29.897680 -0.168 2.271 -1.365 1.960
C -1.885029 5.461633 -31.594096 -0.322 0.360 0.164 0.003
O -1.871389 4.145533 -31.150393 0.065 -1.455 0.509 0.039
H -2.544569 6.144706 -31.058821 -0.103 -0.155 0.755 0.001
H -0.949141 6.008158 -31.710381 0.769 -0.355 0.581 0.001
H -2.279851 5.639227 -32.594428 -0.483 -0.788 -1.056 0.001
C -4.033167 9.862451 -36.998811 0.087 -0.560 1.645 0.000
C -5.103605 9.587253 -35.847786 0.505 2.745 -1.074 0.000
C -5.659365 8.213374 -36.229029 -2.282 -0.553 1.216 0.000
C -6.519624 7.530187 -35.106766 0.533 0.816 -1.044 0.000
C -5.707699 7.449371 -33.849723 0.251 0.575 0.579 0.001
C -5.113157 8.828832 -33.348038 -0.231 1.335 -0.367 0.000
N -4.513843 9.661373 -34.491068 0.222 -3.516 -0.552 0.000
O -3.968673 10.907355 -34.122112 -1.024 -0.292 -0.075 0.000
C -6.225360 9.612402 -32.657305 -0.608 0.346 0.150 0.000
C -4.044661 8.630434 -32.297460 1.282 -1.089 -0.253 0.000
C -6.135037 10.784039 -35.990826 -0.324 -1.638 -0.825 0.000
H -3.280680 9.083621 -36.875099 0.412 0.128 -0.047 0.000
H -3.582710 10.845455 -36.861345 0.001 -0.031 -0.219 0.000
H -4.407899 9.748937 -38.016049 -0.437 0.208 0.200 0.000
H -6.374764 8.374193 -37.035532 0.338 0.124 -0.402 0.000
H -4.930345 7.479949 -36.573587 0.454 0.335 0.075 0.000
H -6.912389 6.554368 -35.392433 0.499 -0.387 -0.279 0.000
H -7.470990 8.044720 -34.971702 0.170 0.642 0.270 0.000
H -4.910654 6.710244 -33.930438 0.394 0.003 -0.290 0.001
H -6.392756 7.020358 -33.118464 0.217 0.375 0.704 0.000
H -7.172256 9.542957 -33.192726 -0.139 -0.118 0.073 0.000
H -6.340272 9.251630 -31.635186 -0.309 -0.199 -0.070 0.000
H -6.027621 10.678896 -32.549609 0.401 0.001 -0.229 0.000
H -4.352784 8.001240 -31.462430 -0.605 0.393 0.188 0.000
H -3.218033 8.034365 -32.684119 0.219 -0.033 -0.485 0.000
H -3.561344 9.543030 -31.948648 -0.512 0.175 0.079 0.000
H -6.901806 10.640493 -35.229540 -0.112 0.519 -0.075 0.000
H -6.574530 10.689864 -36.983833 -0.491 -0.282 -0.045 0.000
H -5.751903 11.801886 -36.063688 0.516 -0.252 0.868 0.000
H -3.133279 10.894520 -34.594914 0.390 0.117 0.187 0.000
C -5.471651 3.385609 -32.047678 -0.584 -0.389 0.128 0.018
C -5.614370 2.712149 -33.407441 -1.463 -0.803 -0.786 0.046
C -6.997248 3.130480 -34.126959 0.114 -1.131 0.402 0.000
C -7.022407 2.748545 -35.617494 0.436 0.285 1.562 0.000
C -5.841943 3.477285 -36.184019 -0.322 -1.032 -1.677 0.000
C -4.477834 3.134774 -35.619439 0.180 1.178 -2.634 0.068
N -4.477952 3.068340 -34.239841 -2.134 -1.156 0.957 0.572
O -3.341041 2.746394 -33.668244 1.141 0.170 0.399 0.099
C -4.003677 1.779215 -36.254458 -0.306 0.204 0.968 0.063
C -3.534416 4.287593 -36.078469 0.859 0.263 0.543 0.033
C -5.528640 1.117548 -33.222457 -0.486 0.176 0.511 0.057
H -4.512152 3.234847 -31.552960 0.102 0.031 -0.237 -0.001
H -6.229396 2.875268 -31.453128 -0.108 0.314 0.310 0.001
H -5.717135 4.446594 -32.093903 0.045 -0.009 0.015 0.000
H -7.842037 2.598657 -33.689239 0.325 -0.171 0.711 0.000
H -7.231621 4.177794 -33.936397 0.397 0.215 -0.241 0.000
H -7.966675 2.996625 -36.102173 0.125 0.335 0.075 0.000
H -6.943162 1.665366 -35.709930 0.200 -0.101 -0.015 0.000
H -6.043648 4.548202 -36.207616 0.196 -0.059 -0.126 0.000
H -5.693351 3.036017 -37.169568 -0.347 1.014 -0.681 0.000
H -3.867930 2.034075 -37.305522 0.394 -0.516 0.158 0.005
H -3.149147 1.379690 -35.708336 0.381 0.291 -0.552 0.002
H -4.774760 1.020256 -36.122121 -0.205 0.156 -0.309 0.002
H -2.621180 4.300350 -35.483542 0.199 -0.162 -0.075 0.000
H -3.203109 4.245683 -37.116049 -0.328 -0.461 -0.006 0.002
H -3.962576 5.281242 -35.946382 -0.399 -0.135 0.166 0.000
H -6.526678 0.805708 -32.914571 -0.045 0.118 0.142 0.006
H -4.841701 0.825004 -32.428333 0.054 0.442 0.095 0.002
H -5.279910 0.442078 -34.040971 0.055 0.711 -0.526 0.000
H -3.038495 3.637946 -33.480617 1.751 0.534 1.111 0.017
C -9.891884 4.921476 -28.212648 -0.247 0.174 -1.121 0.000
C -9.016371 4.703481 -29.499813 0.855 -1.420 -0.678 0.000
C -9.224195 5.687862 -30.665417 -0.366 1.655 1.561 0.000
C -8.531711 7.046050 -30.438185 1.299 -0.011 -0.529 0.000
C -6.990907 6.907538 -30.160570 -1.124 -1.467 0.205 0.000
C -6.759052 5.932743 -28.951356 -0.697 1.167 -2.253 0.000
N -7.538190 4.671734 -29.174015 -0.283 2.999 -3.078 0.000
O -7.063966 3.677800 -28.401221 -0.267 -1.977 1.472 0.000
C -5.240341 5.644439 -28.900785 -0.301 -0.681 0.998 0.000
C -7.229584 6.750146 -27.753777 1.066 -1.734 2.039 0.000
C -9.432542 3.347758 -30.234576 1.282 -0.236 2.065 0.000
H -10.228665 5.958140 -28.208101 -0.260 -0.003 0.056 0.000
H -9.442023 4.745834 -27.235474 0.545 -0.232 -0.382 0.000
H -10.753142 4.256807 -28.280078 -0.200 0.223 0.098 0.000
H -9.063556 5.307158 -31.674067 0.853 -0.372 0.252 0.000
H -10.299431 5.861031 -30.709740 -0.267 0.207 0.211 0.000
H -8.964320 7.620811 -29.619291 -0.310 -0.041 -0.197 0.000
H -8.639717 7.571513 -31.387051 -0.150 0.573 0.183 0.000
H -6.459200 7.812475 -29.866493 -0.409 0.318 -0.254 0.000
H -6.525284 6.535794 -31.073320 0.190 -0.221 -0.022 0.000
H -5.051115 4.958095 -28.075418 0.075 0.085 0.224 0.000
H -4.803838 5.128241 -29.755826 -0.427 0.158 -0.445 0.000
H -4.627685 6.525271 -28.708748 -0.328 0.233 -0.099 0.000
H -8.293751 6.903301 -27.574397 0.176 0.425 -0.730 0.000
H -6.974378 6.073500 -26.938226 -0.076 -0.094 0.648 0.000
H -6.579255 7.593581 -27.521844 -0.376 0.394 -0.461 0.000
H -10.509680 3.184616 -30.269982 0.105 0.222 -0.048 0.000
H -8.987164 2.590569 -29.589274 -0.470 -0.591 0.118 0.000
H -8.964492 3.157670 -31.200442 -0.080 0.595 -0.159 0.000
H -6.883531 2.997820 -29.054430 0.331 -0.420 0.315 0.000
C 5.177537 5.422522 -27.732543 0.377 0.273 0.600 0.000
C 4.722663 6.334898 -28.867176 0.349 1.318 0.399 0.000
C 5.969430 6.570822 -29.810677 -0.950 -0.660 0.837 0.000
C 5.552403 6.957865 -31.195896 0.374 0.726 0.120 0.000
C 4.577304 5.991420 -31.805864 0.257 0.737 0.470 0.000
C 3.243367 5.890227 -31.010305 0.921 0.688 -0.538 0.000
N 3.571185 5.692102 -29.570893 1.708 -0.563 -1.369 0.000
O 2.458490 5.361828 -28.787616 0.512 0.468 0.046 0.000
C 2.271083 7.157824 -31.167839 0.486 -1.631 -0.378 0.000
C 2.585041 4.626838 -31.582212 -1.226 -0.066 1.337 0.000
C 4.410066 7.790054 -28.251207 -0.526 -1.425 -0.631 0.000
H 4.952245 4.381521 -27.964207 -0.308 0.105 0.410 0.000
H 4.841569 5.813636 -26.772198 -0.901 -0.673 0.084 0.000
H 6.246514 5.467969 -27.524387 0.356 0.137 -0.683 0.000
H 6.529663 7.392957 -29.365336 0.086 -0.086 0.095 0.000
H 6.607699 5.691128 -29.727965 -0.037 -0.176 -0.475 0.000
H 6.427423 7.073263 -31.835521 0.053 0.075 -0.075 0.000
H 5.121406 7.948982 -31.054341 -0.221 0.253 -0.527 0.000
H 5.124084 5.049001 -31.837009 -0.469 -0.447 0.159 0.000
H 4.436355 6.272422 -32.849549 -0.565 -0.022 -0.015 0.000
H 1.915502 7.280861 -32.190837 0.152 -0.034 -0.188 0.000
H 1.380148 6.887056 -30.601260 -0.102 0.290 0.261 0.000
H 2.690914 8.113297 -30.853306 0.158 -0.160 0.205 0.000
H 2.167157 4.732625 -32.583357 0.015 0.339 0.048 0.000
H 3.164848 3.704162 -31.557973 0.627 0.395 0.019 0.000
H 1.796162 4.436188 -30.854598 -0.635 -0.258 -0.395 0.000
H 5.247264 8.208308 -27.692407 0.227 -0.139 -0.318 0.000
H 3.600789 7.749342 -27.522158 -0.338 -0.060 -0.114 0.000
H 4.131730 8.424608 -29.092617 0.045 0.369 0.223 0.000
H 2.096544 6.219549 -28.553296 -0.663 0.197 0.450 0.000
C 0.826765 9.635551 -25.742302 -0.195 -0.749 -1.351 0.000
C -0.535523 9.372224 -26.503705 0.500 1.507 1.683 0.000
C -1.461799 10.635793 -26.315492 -1.059 -0.094 0.945 0.000
C -2.748322 10.670037 -27.162237 1.449 0.105 -0.947 0.000
C -2.206076 10.591495 -28.627771 -1.895 0.392 1.632 0.000
C -1.324167 9.366872 -28.909195 -0.618 0.415 -1.896 0.000
N -0.256436 9.150841 -27.904347 0.186 1.204 -1.237 0.000
O 0.580839 8.003679 -28.204968 -1.280 0.240 0.630 0.000
C -2.232096 8.134563 -29.069397 0.326 -1.219 -0.249 0.000
C -0.686682 9.732519 -30.310900 0.109 -0.778 1.266 0.000
C -1.326154 8.296290 -25.816004 -0.845 -1.921 -0.367 0.000
H 1.448835 8.743033 -25.809609 -0.170 -0.339 0.098 0.000
H 0.771791 9.883488 -24.682304 -0.414 0.278 -0.209 0.000
H 1.400231 10.346466 -26.337135 -0.156 0.502 0.327 0.000
H -1.797835 10.559730 -25.281384 0.239 -0.070 0.310 0.000
H -1.029614 11.636255 -26.335337 0.693 -0.227 -0.569 0.000
H -3.315882 11.589134 -27.016517 0.388 0.351 -0.008 0.000
H -3.512288 9.930184 -26.923312 0.424 -0.583 -0.078 0.000
H -1.794048 11.568191 -28.881562 0.742 -0.186 0.189 0.000
H -3.126994 10.594030 -29.210869 0.197 -0.637 -0.749 0.000
H -2.857946 7.971453 -29.946781 -0.294 1.417 -0.216 0.000
H -1.624879 7.255376 -29.284855 0.548 -0.207 0.898 0.000
H -2.871392 7.943671 -28.207449 0.216 0.019 0.102 0.000
H 0.077773 8.977323 -30.493661 0.035 0.067 -0.555 0.000
H -1.430349 9.743416 -31.107721 -0.037 -0.273 0.119 0.000
H -0.233949 10.723878 -30.292351 0.150 -0.086 0.190 0.000
H -1.440841 8.339147 -24.732902 0.468 0.381 -0.001 0.000
H -0.975711 7.296938 -26.074076 0.433 -0.089 0.124 0.000
H -2.345322 8.276759 -26.202033 -0.117 0.174 0.033 0.000
H 1.259555 8.347102 -28.790640 0.132 0.445 0.015 0.000
C -0.584777 10.812106 -35.929935 1.090 -0.611 0.375 0.000
C 0.032286 10.003581 -34.750794 -1.002 -0.823 -1.134 0.000
C -0.977514 8.768384 -34.428550 0.769 1.420 0.160 0.000
C -0.852446 7.596748 -35.318977 1.704 0.628 0.018 0.000
C 0.623718 7.178419 -35.379456 -0.663 -0.824 -2.472 0.000
C 1.711479 8.271791 -35.755637 1.458 -0.169 0.868 0.000
N 1.474052 9.521648 -35.021849 -2.282 0.406 0.805 0.000
O 2.378481 10.600274 -35.394156 -1.248 -1.093 0.108 0.000
C 3.031602 7.762263 -35.164730 0.616 -0.341 0.215 0.000
C 1.956098 8.373465 -37.281843 -1.278 0.946 -0.555 0.000
C 0.015269 10.824970 -33.490698 0.650 -0.242 -0.308 0.000
H -0.074740 11.771498 -36.016633 -0.003 -0.011 -0.143 0.000
H -1.650621 10.990402 -35.787495 0.109 -0.054 -0.064 0.000
H -0.405079 10.226273 -36.831378 -0.342 0.250 -0.267 0.000
H -0.829321 8.462909 -33.392774 0.242 -0.041 0.171 0.000
H -2.027097 9.054096 -34.498154 0.028 0.835 0.185 0.000
H -1.069727 7.898110 -36.343706 -0.764 -0.181 -0.041 0.000
H -1.496842 6.815015 -34.916810 -0.032 -0.310 -0.488 0.000
H 0.554644 6.619523 -36.312711 0.622 -0.368 -0.367 0.000
H 0.831905 6.322846 -34.737009 0.741 0.847 0.997 0.000
H 2.990328 7.766128 -34.075518 -0.346 -0.607 0.022 0.000
H 3.260493 6.792392 -35.606408 -0.017 -0.322 0.401 0.000
H 3.935408 8.347372 -35.334704 -0.286 0.532 -0.664 0.000
H 2.266880 7.434716 -37.740394 -0.114 -0.051 0.228 0.000
H 1.067835 8.751300 -37.788137 -0.676 -0.621 -0.076 0.000
H 2.608616 9.160628 -37.659587 0.784 -0.082 0.935 0.000
H -1.009256 11.093363 -33.233013 0.018 -0.024 0.164 0.000
H 0.602729 11.732330 -33.630999 0.084 0.010 0.283 0.000
H 0.454466 10.132210 -32.772862 -0.013 0.613 0.601 0.000
H 2.888187 10.643266 -34.581785 0.289 0.276 -0.009 0.000
```
Positions in Å, forces in eV/Å.

F_max	0.08376	Eh/bohr
spin multiplicity	4
total charge	+1
frontier orbital gap (alpha / beta)	5.69 / 3.54	eV
highest occupied orbital energy (alpha / beta)	-9.45 / -9.45	eV